# 1
{
  "formula": "C25H39N3O5",
  "method": "ωB97M-V/def2-TZVPD",
  "lumo_energy_ev": -0.30,
  "smiles": "NN1C(=O)c2ccc(-c3cccnc3)cc2C1=O.CCOCC.CCOCC.CCOCC",
  "charge": 0,
  "e_tot_ev": -41262.4000,
  "gap_ha": 0.3303,
  "max_force_ha_per_bohr": 0.02623,
  "relative_energy_kcal_mol": 1.55,
  "species": ["N", "N", "C", "O", "C", "C", "C", "C", "C", "C", "C", "C", "N", "C", "C", "C", "C", "O", "H", "H", "H", "H", "H", "H", "H", "H", "H", "C", "C", "O", "C", "C", "H", "H", "H", "H", "H", "H", "H", "H", "H", "H", "C", "C", "O", "C", "C", "H", "H", "H", "H", "H", "H", "H", "H", "H", "H", "C", "C", "O", "C", "C", "H", "H", "H", "H", "H", "H", "H", "H", "H", "H"],
  "positions_angstrom": [[6.521, 2.412, -0.390], [6.188, 3.489, -1.297], [5.809, 4.716, -0.620], [6.512, 5.649, -0.460], [4.348, 4.563, -0.313], [3.541, 5.163, 0.643], [2.205, 4.759, 0.704], [1.682, 3.797, -0.164], [0.261, 3.368, -0.056], [-0.137, 2.508, 0.958], [-1.483, 2.170, 0.944], [-2.314, 2.716, -0.012], [-1.947, 3.537, -1.001], [-0.653, 3.824, -0.995], [2.509, 3.211, -1.133], [3.836, 3.610, -1.177], [4.981, 3.159, -2.044], [4.971, 2.695, -3.130], [6.005, 2.530, 0.487], [6.146, 1.561, -0.799], [3.949, 5.893, 1.325], [1.574, 5.198, 1.464], [0.581, 2.127, 1.665], [-1.889, 1.488, 1.672], [-3.365, 2.462, 0.029], [-0.290, 4.471, -1.785], [2.144, 2.454, -1.811], [-0.444, -1.803, -1.310], [0.200, -1.329, -0.020], [-0.626, -1.428, 1.126], [-1.084, -2.727, 1.457], [0.032, -3.720, 1.738], [-1.369, -1.256, -1.499], [0.231, -1.643, -2.150], [-0.689, -2.866, -1.281], [0.438, -0.268, -0.113], [1.147, -1.853, 0.154], [-1.752, -3.109, 0.677], [-1.689, -2.605, 2.356], [0.658, -3.893, 0.862], [-0.389, -4.679, 2.040], [0.675, -3.353, 2.540], [-3.008, -4.110, -5.348], [-2.672, -2.689, -4.930], [-1.285, -2.415, -4.878], [-0.570, -2.568, -6.091], [-1.058, -1.671, -7.215], [-2.530, -4.828, -4.680], [-4.087, -4.266, -5.312], [-2.676, -4.329, -6.364], [-3.039, -2.513, -3.918], [-3.181, -1.966, -5.578], [-0.571, -3.617, -6.407], [0.463, -2.315, -5.850], [-2.085, -1.899, -7.506], [-0.429, -1.799, -8.096], [-1.023, -0.624, -6.911], [-1.593, -0.324, 4.299], [-0.882, -0.365, 5.641], [-1.709, -0.053, 6.746], [-2.825, -0.899, 6.948], [-2.465, -2.356, 7.181], [-2.045, 0.657, 4.138], [-0.888, -0.522, 3.490], [-2.389, -1.067, 4.235], [-0.088, 0.381, 5.654], [-0.399, -1.338, 5.788], [-3.532, -0.806, 6.115], [-3.330, -0.505, 7.830], [-1.974, -2.802, 6.315], [-3.366, -2.936, 7.385], [-1.790, -2.451, 8.033]],
  "lowdin_charge": [0.095, -0.060, -0.363, 0.184, -0.097, 0.024, 0.008, -0.169, -0.192, -0.005, -0.055, -0.146, 0.083, -0.099, 0.071, -0.083, -0.368, 0.175, 0.086, 0.086, 0.122, 0.122, 0.124, 0.093, 0.105, 0.122, 0.134, -0.072, -0.277, -0.183, -0.279, -0.073, 0.083, 0.079, 0.069, 0.104, 0.109, 0.111, 0.102, 0.067, 0.078, 0.081, -0.079, -0.283, -0.171, -0.282, -0.079, 0.081, 0.077, 0.066, 0.115, 0.108, 0.107, 0.118, 0.065, 0.077, 0.082, -0.078, -0.276, -0.157, -0.283, -0.080, 0.079, 0.062, 0.066, 0.118, 0.108, 0.107, 0.118, 0.063, 0.076, 0.081]
}

***

# 2
{
  "formula": "C26H40MoN6O2SSi2",
  "method": "ωB97M-V/def2-TZVPD",
  "lumo_energy_ev": [-0.25, -0.27],
  "charge": 0,
  "e_tot_ev": -69096.5753,
  "gap_ha": [0.2444, 0.2562],
  "max_force_ha_per_bohr": 0.00752,
  "multiplicity": 3,
  "species": ["Mo", "N", "C", "C", "C", "C", "C", "C", "S", "O", "O", "N", "C", "N", "C", "C", "C", "N", "H", "H", "H", "H", "H", "H", "H", "H", "H", "C", "Si", "C", "C", "N", "C", "C", "C", "C", "C", "C", "N", "Si", "C", "C", "C", "H", "H", "H", "H", "H", "H", "H", "H", "H", "H", "H", "H", "H", "H", "H", "H", "H", "H", "H", "H", "H", "H", "C", "C", "C", "C", "H", "H", "H", "H", "H", "H", "H", "H", "H"],
  "positions_angstrom": [[-0.737, -0.594, 0.099], [3.930, 5.602, 3.659], [2.978, 4.649, 3.336], [3.017, 3.380, 3.922], [2.100, 2.413, 3.559], [1.136, 2.702, 2.604], [1.083, 3.956, 2.010], [2.000, 4.921, 2.373], [-0.065, 1.492, 2.202], [-1.262, 1.753, 2.963], [0.537, 0.177, 2.347], [-0.341, 1.619, 0.615], [-1.614, 2.049, 0.283], [-1.958, 3.327, 0.167], [-3.216, 3.546, -0.190], [-4.129, 2.529, -0.463], [-3.671, 1.236, -0.350], [-2.421, 1.005, 0.041], [4.396, 5.482, 4.543], [3.685, 6.560, 3.467], [3.780, 3.153, 4.656], [2.143, 1.427, 4.003], [0.332, 4.168, 1.258], [1.971, 5.895, 1.899], [-3.518, 4.585, -0.275], [-5.143, 2.753, -0.756], [-4.286, 0.370, -0.562], [2.877, 1.385, -0.280], [1.744, 0.746, -1.623], [0.494, 2.029, -2.203], [2.865, 0.505, -3.112], [0.902, -0.708, -1.072], [1.323, -2.030, -1.260], [2.169, -2.524, -2.259], [2.531, -3.862, -2.282], [2.054, -4.747, -1.324], [1.175, -4.290, -0.356], [0.786, -2.953, -0.342], [-0.129, -2.390, 0.552], [-0.935, -3.159, 1.899], [-2.113, -1.843, 2.548], [0.276, -3.654, 3.223], [-1.971, -4.602, 1.321], [3.054, 2.459, -0.394], [3.844, 0.878, -0.356], [2.491, 1.206, 0.724], [0.791, 2.404, -3.187], [0.417, 2.879, -1.524], [-0.502, 1.592, -2.319], [3.247, 1.508, -3.337], [2.341, 0.152, -4.005], [3.727, -0.134, -2.923], [2.545, -1.871, -3.030], [3.193, -4.214, -3.063], [2.352, -5.787, -1.341], [0.776, -4.976, 0.382], [-2.625, -1.281, 1.751], [-1.633, -1.118, 3.205], [-2.920, -2.329, 3.103], [0.849, -2.779, 3.538], [0.980, -4.411, 2.869], [-0.242, -4.059, 4.097], [-2.672, -4.268, 0.551], [-2.555, -4.998, 2.157], [-1.386, -5.422, 0.903], [-1.186, -0.879, -3.729], [-2.299, -0.610, -2.717], [-3.648, -0.997, -3.324], [-2.048, -1.370, -1.406], [-1.341, -0.307, -4.647], [-1.169, -1.941, -3.990], [-0.207, -0.627, -3.322], [-2.323, 0.470, -2.529], [-3.679, -2.073, -3.520], [-3.825, -0.476, -4.268], [-4.477, -0.764, -2.650], [-1.641, -2.357, -1.654], [-3.001, -1.561, -0.886]],
  "mulliken_spin": [1.923, 0.000, 0.000, 0.000, 0.000, 0.004, -0.002, 0.001, 0.002, 0.004, 0.008, 0.012, -0.005, -0.001, 0.004, 0.000, 0.018, -0.041, 0.000, 0.000, 0.000, 0.001, 0.000, 0.000, 0.000, 0.000, 0.003, -0.001, -0.020, 0.027, 0.001, 0.072, 0.065, 0.013, -0.017, 0.021, -0.020, 0.024, -0.082, -0.036, 0.065, 0.001, 0.000, -0.001, -0.001, 0.008, 0.002, 0.002, -0.012, 0.000, 0.000, -0.001, 0.006, -0.001, 0.001, 0.001, -0.032, 0.005, 0.006, 0.000, 0.000, 0.000, 0.000, 0.000, 0.000, -0.009, 0.020, 0.002, -0.067, 0.001, 0.000, 0.012, 0.006, -0.001, 0.000, 0.000, -0.009, 0.019]
}

***

# 3
{
  "formula": "C10H40N20O14S",
  "method": "ωB97M-V/def2-TZVPD",
  "lumo_energy_ev": [1.49, -4.48],
  "charge": -1,
  "e_tot_ev": -80327.9590,
  "gap_ha": [0.3241, 0.1044],
  "max_force_ha_per_bohr": 0.17493,
  "multiplicity": 2,
  "species": ["S", "O", "O", "O", "O", "C", "O", "N", "N", "H", "H", "H", "H", "C", "O", "N", "N", "H", "H", "H", "H", "C", "O", "N", "N", "H", "H", "H", "H", "C", "O", "N", "N", "H", "H", "H", "H", "C", "O", "N", "N", "H", "H", "H", "H", "C", "O", "N", "N", "H", "H", "H", "H", "C", "O", "N", "N", "H", "H", "H", "H", "C", "O", "N", "N", "H", "H", "H", "H", "C", "O", "N", "N", "H", "H", "H", "H", "C", "O", "N", "N", "H", "H", "H", "H"],
  "positions_angstrom": [[-25.768, 37.023, 4.390], [-26.211, 35.910, 3.538], [-26.881, 37.782, 4.916], [-25.116, 36.397, 5.509], [-24.794, 37.920, 3.806], [-20.684, 37.711, 3.085], [-19.808, 37.140, 2.434], [-21.937, 37.298, 3.115], [-20.510, 38.791, 3.735], [-22.569, 37.856, 3.671], [-22.086, 36.356, 2.781], [-21.344, 39.276, 4.035], [-19.593, 39.056, 4.065], [-26.487, 33.098, 5.185], [-26.782, 31.915, 5.303], [-27.302, 34.071, 4.868], [-25.326, 33.583, 5.369], [-28.250, 33.852, 4.597], [-26.909, 34.934, 4.523], [-25.286, 34.592, 5.338], [-24.628, 33.041, 5.859], [-30.305, 37.246, 5.307], [-31.424, 36.927, 5.463], [-29.631, 38.223, 5.945], [-29.444, 36.555, 4.492], [-30.106, 38.631, 6.737], [-28.710, 37.842, 6.109], [-29.846, 35.800, 3.955], [-28.451, 36.733, 4.546], [-23.747, 40.199, 6.223], [-23.271, 41.137, 6.773], [-24.979, 40.148, 5.778], [-23.135, 39.043, 5.972], [-25.478, 41.026, 5.815], [-25.413, 39.385, 5.279], [-23.646, 38.197, 5.767], [-22.252, 38.964, 6.456], [-26.909, 36.164, 8.707], [-27.589, 35.559, 9.502], [-26.305, 35.632, 7.666], [-26.831, 37.473, 8.634], [-26.370, 34.632, 7.790], [-25.982, 36.157, 6.866], [-27.261, 38.106, 9.294], [-26.432, 37.765, 7.753], [-23.554, 40.060, 1.438], [-23.086, 40.658, 0.519], [-23.790, 38.795, 1.376], [-23.793, 40.549, 2.607], [-23.703, 38.444, 0.433], [-24.073, 38.402, 2.262], [-23.710, 41.522, 2.866], [-24.142, 39.833, 3.227], [-28.876, 37.115, 0.715], [-29.645, 37.565, -0.110], [-28.964, 35.919, 1.183], [-27.925, 37.775, 1.319], [-29.380, 35.113, 0.740], [-28.167, 35.701, 1.764], [-27.530, 38.491, 0.727], [-27.595, 37.489, 2.230], [-22.329, 34.759, 6.791], [-21.245, 34.318, 7.107], [-23.369, 34.555, 7.609], [-22.518, 35.588, 5.903], [-23.256, 33.808, 8.279], [-24.268, 34.985, 7.448], [-21.841, 35.607, 5.154], [-23.488, 35.811, 5.738], [-27.514, 41.183, 2.905], [-26.683, 41.961, 3.356], [-27.807, 40.002, 3.359], [-28.266, 41.480, 1.895], [-27.427, 39.647, 4.225], [-28.237, 39.270, 2.812], [-27.974, 42.289, 1.365], [-29.011, 40.820, 1.724], [-23.946, 34.305, 1.847], [-23.011, 33.533, 1.486], [-24.894, 33.817, 2.541], [-24.108, 35.540, 1.621], [-25.463, 34.556, 2.929], [-24.808, 32.896, 2.947], [-24.796, 36.107, 2.095], [-23.501, 36.002, 0.957]],
  "mulliken_spin": [0.001, 0.000, 0.000, -0.001, 0.026, -0.020, 0.110, 0.326, 0.011, -0.006, -0.026, 0.000, -0.001, 0.000, 0.000, 0.000, 0.000, 0.000, 0.000, 0.000, 0.000, 0.000, 0.000, 0.000, 0.000, 0.000, 0.000, 0.000, 0.000, 0.000, 0.000, 0.000, -0.001, 0.000, 0.000, 0.001, 0.000, 0.000, 0.000, 0.000, 0.000, 0.000, 0.000, 0.000, 0.000, -0.018, 0.148, 0.460, 0.034, -0.032, -0.010, -0.003, -0.003, 0.000, 0.000, 0.000, 0.000, 0.000, 0.000, 0.000, 0.001, 0.000, 0.001, 0.000, 0.000, 0.000, 0.000, 0.003, -0.002, 0.000, 0.001, 0.001, 0.000, 0.000, 0.000, 0.000, 0.000, -0.001, 0.001, 0.000, 0.000, 0.000, 0.000, -0.004, 0.002]
}

***

What is the formula in the first record?
C25H39N3O5